# 1
{"formula": "C8H19BN2O3", "method": "wB97M-V/def2-TZVPD", "e_lumo_ev": -0.06, "smiles": "CCCC[C@@H](NC(=O)[C@H](C)N)B(O)O", "max_force_ha_per_bohr": 0.03033, "homo_energy_ev": -9.0, "orbital_gap_ev": 8.9, "elements": ["C", "C", "C", "C", "C", "N", "C", "O", "C", "C", "N", "B", "O", "O", "H", "H", "H", "H", "H", "H", "H", "H", "H", "H", "H", "H", "H", "H", "H", "H", "H", "H", "H"], "coordinates": [[-0.631, -3.551, 0.471], [-0.465, -2.339, -0.445], [-1.749, -1.535, -0.519], [-1.695, -0.298, -1.424], [-0.972, 0.904, -0.835], [0.417, 0.754, -0.462], [0.779, 0.471, 0.854], [-0.026, -0.026, 1.618], [2.201, 0.796, 1.282], [2.572, 0.110, 2.594], [2.304, 2.253, 1.342], [-1.188, 2.164, -1.799], [-2.404, 2.745, -1.722], [-0.128, 2.572, -2.631], [-0.508, -3.213, 1.515], [0.107, -4.316, 0.262], [-1.616, -3.985, 0.358], [-0.162, -2.649, -1.483], [0.315, -1.694, -0.069], [-1.975, -1.178, 0.492], [-2.572, -2.194, -0.815], [-2.706, 0.023, -1.739], [-1.225, -0.625, -2.355], [-1.477, 1.183, 0.100], [1.076, 1.121, -1.158], [2.868, 0.445, 0.519], [2.400, -0.974, 2.536], [3.606, 0.261, 2.900], [1.924, 0.525, 3.369], [1.739, 2.601, 2.109], [1.935, 2.677, 0.506], [-2.444, 3.598, -2.187], [-0.300, 3.372, -3.183]], "forces_ev_per_angstrom": [[0.33, 0.66, 0.37], [0.00, -0.42, -1.02], [-0.42, 0.52, 0.47], [-0.14, -0.84, -0.42], [-0.58, 1.04, 0.01], [1.19, 0.07, 0.14], [-0.35, -0.66, -1.00], [-0.22, 0.33, 0.27], [-0.26, 0.03, -0.09], [-0.45, 0.11, 0.04], [0.50, 0.19, 0.62], [1.42, -0.63, -0.06], [-0.29, 1.17, -0.46], [-1.06, 0.71, 0.13], [-0.15, -0.30, -0.34], [0.19, -0.17, 0.05], [-0.24, -0.18, 0.00], [-0.25, 0.15, 0.78], [0.29, -0.10, -0.02], [-0.10, -0.17, -0.02], [0.03, 0.05, -0.13], [0.29, -0.11, 0.41], [0.25, 0.20, -0.20], [-0.19, -0.18, -0.13], [-0.13, -0.29, 0.87], [0.50, -0.13, -0.65], [-0.11, 0.37, -0.03], [0.03, 0.24, -0.30], [0.03, -0.24, 0.13], [0.01, -0.01, 0.08], [-0.02, 0.06, -0.25], [-0.27, -0.47, 0.13], [0.18, -0.99, 0.64]], "nbo_charge": [-0.606, -0.391, -0.400, -0.391, -0.395, -0.638, 0.674, -0.630, -0.142, -0.604, -0.811, 1.126, -0.875, -0.910, 0.211, 0.204, 0.198, 0.181, 0.207, 0.216, 0.194, 0.217, 0.193, 0.231, 0.405, 0.194, 0.224, 0.217, 0.215, 0.355, 0.357, 0.485, 0.490]}

=====

# 2
{"formula": "C8H19CaN4O2", "method": "wB97M-V/def2-TZVPD", "e_lumo_ev": -2.71, "charge": 1, "max_force_ha_per_bohr": 0.00547, "homo_energy_ev": -12.9, "orbital_gap_ev": 10.2, "elements": ["Ca", "C", "C", "N", "C", "C", "N", "C", "C", "N", "H", "H", "H", "H", "H", "H", "H", "H", "H", "H", "H", "H", "H", "H", "H", "N", "C", "C", "O", "O", "H", "H", "H", "H"], "coordinates": [[-0.612, -0.662, -0.585], [2.238, -0.969, 0.604], [1.613, -0.214, 1.778], [0.145, -0.058, 1.653], [-0.358, 1.314, 1.859], [0.118, 2.285, 0.776], [-0.090, 1.782, -0.608], [1.120, 1.862, -1.465], [2.257, 0.961, -0.981], [1.819, -0.427, -0.712], [1.928, -2.016, 0.634], [3.325, -0.944, 0.725], [2.066, 0.773, 1.879], [1.866, -0.751, 2.693], [-0.313, -0.677, 2.312], [-0.060, 1.723, 2.830], [-1.449, 1.266, 1.857], [1.176, 2.508, 0.914], [-0.404, 3.233, 0.919], [-0.802, 2.353, -1.049], [1.496, 2.887, -1.538], [0.821, 1.561, -2.472], [2.708, 1.375, -0.079], [3.042, 0.979, -1.738], [2.192, -1.041, -1.427], [-3.373, -1.083, -0.948], [-3.266, -2.580, -0.917], [-1.757, -2.726, -0.930], [-1.175, -2.357, -1.993], [-1.162, -2.769, 0.182], [-4.230, -0.783, -0.498], [-3.451, -0.800, -1.919], [-3.749, -3.053, -1.769], [-3.679, -2.952, 0.014]], "forces_ev_per_angstrom": [[-0.12, 0.24, -0.10], [-0.04, 0.13, 0.02], [-0.02, 0.02, -0.02], [0.12, 0.11, 0.07], [0.10, 0.02, -0.07], [0.03, -0.05, -0.02], [0.12, 0.11, 0.12], [-0.03, -0.08, 0.06], [-0.01, -0.01, 0.04], [0.13, 0.09, 0.07], [-0.03, -0.01, -0.01], [0.02, -0.02, -0.02], [-0.01, -0.01, -0.01], [0.00, -0.01, 0.01], [0.00, -0.01, -0.01], [0.00, -0.01, 0.03], [-0.01, -0.02, -0.02], [-0.01, -0.01, 0.00], [-0.01, 0.01, 0.00], [0.00, -0.01, 0.00], [0.02, 0.01, 0.01], [0.00, -0.01, -0.01], [-0.01, -0.01, -0.01], [0.01, 0.00, -0.01], [-0.01, 0.00, -0.01], [0.04, -0.13, -0.11], [-0.02, 0.05, 0.05], [0.02, -0.13, -0.02], [-0.10, -0.21, 0.03], [-0.11, -0.07, -0.11], [0.02, 0.00, 0.06], [-0.05, 0.00, 0.00], [0.00, 0.01, -0.02], [-0.01, -0.01, 0.00]], "nbo_charge": [1.788, -0.244, -0.249, -0.722, -0.238, -0.252, -0.724, -0.238, -0.252, -0.725, 0.227, 0.207, 0.195, 0.229, 0.403, 0.208, 0.208, 0.199, 0.225, 0.392, 0.208, 0.208, 0.199, 0.227, 0.401, -0.893, -0.322, 0.720, -0.803, -0.783, 0.386, 0.379, 0.214, 0.220]}

=====

# 3
{"formula": "C8H19ClN2O8PS2", "method": "wB97M-V/def2-TZVPD", "e_lumo_ev": -3.64, "charge": 1, "max_force_ha_per_bohr": 0.09183, "homo_energy_ev": -11.0, "orbital_gap_ev": 7.4, "elements": ["N", "P", "C", "C", "N", "C", "Cl", "C", "H", "H", "H", "H", "H", "H", "H", "H", "H", "H", "H", "C", "C", "O", "S", "O", "O", "O", "H", "H", "H", "H", "C", "C", "O", "S", "O", "O", "O", "H", "H", "H", "H"], "coordinates": [[-0.358, -4.056, 2.796], [-1.238, -3.277, 1.643], [-3.073, -3.535, 2.104], [-3.337, -2.321, 3.178], [-4.394, -1.370, 2.576], [-4.366, -1.582, 1.048], [-3.063, -0.588, 0.144], [-4.256, -3.240, 1.007], [0.213, -4.821, 2.363], [-0.794, -1.885, 1.713], [-0.926, -3.868, 0.344], [-3.097, -4.645, 2.475], [-3.698, -2.823, 4.199], [-2.422, -1.571, 3.322], [-5.298, -1.710, 2.974], [-4.075, -0.397, 2.813], [-5.365, -1.133, 0.579], [-4.253, -3.780, -0.030], [-5.262, -3.541, 1.575], [0.975, 1.484, 0.691], [1.867, 1.247, -0.525], [2.776, 0.223, -0.126], [2.026, -0.771, 0.927], [1.541, -1.921, 0.196], [2.842, -0.880, 2.114], [0.754, 0.194, 1.259], [1.482, 2.103, 1.438], [0.023, 1.949, 0.420], [2.409, 2.147, -0.826], [1.286, 0.871, -1.373], [4.746, 4.118, -3.224], [4.326, 3.298, -4.441], [2.922, 3.100, -4.291], [2.282, 4.396, -3.534], [1.733, 5.279, -4.537], [1.526, 3.931, -2.394], [3.681, 5.040, -3.000], [4.842, 3.485, -2.336], [5.685, 4.653, -3.391], [4.847, 2.339, -4.498], [4.491, 3.857, -5.369]], "forces_ev_per_angstrom": [[-1.15, 0.60, -2.23], [3.32, -2.81, 1.84], [-0.74, 1.37, -1.03], [1.36, -1.13, 1.38], [1.16, -0.60, -0.41], [-1.85, -0.80, -1.85], [-1.20, -1.36, 1.61], [-0.72, 0.92, 1.30], [-0.76, 0.90, 0.57], [-1.29, -0.77, -0.53], [-0.81, 1.06, 0.53], [-0.03, 2.41, -0.26], [0.73, 1.71, -2.16], [-1.66, -2.24, -0.01], [0.51, 1.19, -0.58], [-1.17, -0.99, -0.06], [2.16, -1.23, 1.26], [0.32, 1.39, 2.03], [1.92, 0.40, -1.43], [0.39, 0.85, -0.12], [-0.64, 0.27, -0.39], [-0.39, -0.64, 1.17], [0.90, -0.21, 0.26], [0.34, 1.16, 1.11], [-1.19, -0.12, -1.79], [0.39, -0.85, -0.42], [-0.06, -0.03, -0.11], [0.11, -0.27, 0.07], [0.01, -0.29, 0.13], [0.02, 0.16, 0.04], [0.41, -0.62, 0.08], [0.65, 0.44, -0.33], [-0.55, 0.55, 1.00], [-0.05, 0.53, -0.67], [0.49, -1.21, 1.74], [0.58, 0.45, -1.31], [-0.99, -0.31, -0.59], [0.06, 0.02, -0.09], [-0.33, 0.09, 0.04], [-0.33, 0.07, 0.08], [0.07, -0.06, 0.11]], "nbo_charge": [-1.299, 1.187, -0.563, -0.269, -0.576, -0.052, 0.006, -0.433, 0.389, 0.003, 0.015, 0.318, 0.282, 0.255, 0.461, 0.472, 0.277, 0.297, 0.222, -0.101, -0.107, -0.666, 2.493, -0.899, -0.855, -0.699, 0.200, 0.211, 0.234, 0.193, -0.101, -0.106, -0.675, 2.496, -0.862, -0.909, -0.669, 0.187, 0.223, 0.219, 0.200]}

=====

# 4
{"formula": "C8H19N3", "method": "wB97M-V/def2-TZVPD", "e_lumo_ev": 0.88, "smiles": "[H]/N=N\\C(C)(C)C.CN=C(C)C", "max_force_ha_per_bohr": 0.08364, "homo_energy_ev": -8.6, "orbital_gap_ev": 9.5, "elements": ["H", "N", "N", "C", "C", "C", "C", "H", "H", "H", "H", "H", "H", "H", "H", "H", "C", "N", "C", "C", "C", "H", "H", "H", "H", "H", "H", "H", "H", "H"], "coordinates": [[-0.295, 0.703, 1.172], [0.784, 0.612, 0.955], [1.257, 1.397, 0.140], [0.612, 2.648, -0.284], [0.593, 2.664, -1.801], [1.436, 3.840, 0.337], [-0.799, 2.900, 0.112], [1.024, 3.650, -2.158], [1.114, 1.768, -2.202], [-0.468, 2.881, -2.158], [1.335, 3.860, 1.437], [2.522, 3.811, 0.129], [1.142, 4.713, -0.246], [-1.232, 3.526, -0.688], [-1.427, 1.994, 0.068], [-0.806, 3.328, 1.143], [-1.626, -2.226, -1.094], [-0.509, -2.139, -0.182], [-0.162, -3.107, 0.489], [1.074, -2.841, 1.321], [-0.817, -4.438, 0.731], [-2.259, -1.380, -0.887], [-1.181, -2.360, -2.112], [-2.439, -3.086, -1.038], [1.433, -1.773, 1.190], [0.773, -2.955, 2.342], [1.897, -3.655, 1.196], [-1.834, -4.296, 0.327], [-0.500, -5.108, 0.019], [-0.641, -4.932, 1.741]], "forces_ev_per_angstrom": [[1.71, 0.66, -0.26], [-1.48, -0.35, -0.52], [0.47, 0.01, 1.27], [0.16, 0.77, -0.13], [0.01, 1.65, -1.42], [0.95, -1.04, -0.82], [-1.28, -0.17, 1.15], [0.36, -1.33, 0.17], [-0.55, 0.84, -0.21], [1.34, -1.44, 0.08], [-0.29, 0.40, -0.60], [-0.37, -0.59, 0.02], [-0.50, 0.34, 0.77], [-0.01, 0.33, 1.19], [0.23, 0.09, 0.19], [-0.69, -0.17, -0.85], [-1.34, -1.89, -0.44], [-1.68, 1.23, -2.25], [2.60, -1.50, 3.08], [1.51, -0.39, -0.26], [-1.29, 1.08, 0.56], [0.05, 0.81, -0.84], [-0.73, 0.83, 0.59], [1.80, 0.97, 0.32], [-0.22, -1.51, -0.08], [-0.11, -0.01, 0.93], [-1.26, 1.49, -0.12], [-0.19, -0.41, 1.35], [1.44, -1.81, -1.65], [-0.63, 1.11, -1.23]], "nbo_charge": [0.269, -0.283, -0.102, 0.002, -0.612, -0.598, -0.636, 0.211, 0.241, 0.208, 0.215, 0.223, 0.213, 0.223, 0.213, 0.214, -0.447, -0.439, 0.321, -0.664, -0.712, 0.202, 0.213, 0.152, 0.263, 0.205, 0.207, 0.230, 0.230, 0.236]}

=====

# 5
{"formula": "C8H19N5O9Zn", "method": "wB97M-V/def2-TZVPD", "e_lumo_ev": 3.68, "charge": -2, "max_force_ha_per_bohr": 0.26114, "homo_energy_ev": 1.4, "orbital_gap_ev": 2.3, "elements": ["Zn", "C", "O", "O", "O", "C", "O", "O", "O", "C", "O", "N", "N", "H", "H", "H", "H", "C", "O", "N", "N", "H", "H", "H", "H", "C", "C", "C", "O", "C", "N", "H", "H", "H", "H", "H", "H", "H", "H", "H", "H", "H"], "coordinates": [[-2.023, -1.481, -0.305], [-5.045, -4.251, -0.406], [-4.850, -3.213, -1.064], [-5.743, -4.114, 0.576], [-3.940, -4.390, 0.017], [-0.962, -1.915, 3.673], [-1.208, -2.938, 4.311], [-0.289, -1.912, 2.656], [-2.035, -1.524, 3.233], [3.692, -6.326, 2.131], [4.121, -7.503, 1.998], [4.254, -5.522, 3.061], [2.761, -5.709, 1.433], [4.975, -5.945, 3.628], [3.939, -4.643, 3.446], [2.332, -4.835, 1.699], [2.343, -6.328, 0.754], [2.092, -1.706, -4.132], [1.142, -1.604, -3.425], [3.209, -2.283, -3.845], [2.284, -1.017, -5.190], [3.212, -2.479, -2.854], [4.069, -2.178, -4.364], [1.473, -0.456, -5.410], [3.098, -1.032, -5.788], [0.144, 4.315, -0.601], [-1.226, 4.111, 0.080], [-2.099, 5.272, -0.006], [-1.488, 6.492, 0.371], [-1.637, 6.903, 1.727], [-1.933, 3.023, -0.470], [0.727, 3.414, -0.412], [0.566, 5.184, -0.096], [0.193, 4.370, -1.689], [-0.934, 4.043, 1.128], [-2.898, 5.111, 0.718], [-2.531, 5.475, -0.986], [-1.631, 6.064, 2.423], [-2.558, 7.484, 1.769], [-0.799, 7.564, 1.950], [-2.896, 3.260, -0.283], [-1.901, 3.222, -1.460]], "forces_ev_per_angstrom": [[-0.03, -0.02, 0.08], [-0.28, 7.00, 3.90], [-2.19, 3.25, -8.18], [-8.92, -3.15, 3.09], [11.35, -7.08, 1.17], [-3.39, -5.65, -3.40], [2.67, -2.76, 6.30], [8.31, 1.55, -2.86], [-7.42, 6.79, -0.06], [1.82, -1.67, 1.23], [-1.06, 1.95, -0.39], [1.73, 0.49, 1.93], [-1.33, -0.68, -1.84], [-0.27, -0.14, -0.24], [-0.52, -0.20, -0.63], [-0.05, -0.23, -0.09], [-0.47, 0.57, 0.04], [-0.06, 0.92, 1.23], [-2.30, -0.52, 1.34], [3.75, -4.02, 3.34], [-1.60, 4.01, -5.93], [0.81, -0.55, -0.11], [-0.41, 0.03, 0.45], [0.37, 0.11, -0.65], [-0.51, 0.01, 0.26], [-0.16, -0.60, 0.61], [2.77, 0.60, -0.54], [-1.01, 2.55, 0.91], [0.83, 0.64, 0.22], [0.02, 0.00, -1.04], [-0.72, -0.85, -0.33], [0.19, 0.07, 0.41], [0.45, -0.03, -0.46], [-0.59, 0.57, -0.13], [-0.31, -0.77, 0.32], [-0.65, -0.20, -0.17], [0.05, -0.38, -0.24], [-0.13, -0.02, 0.07], [-0.20, -0.04, 0.55], [0.00, -0.04, 0.08], [-0.69, -0.90, 0.32], [0.17, -0.59, -0.59]], "nbo_charge": [0.009, 0.819, -0.598, -0.644, -0.489, 0.833, -0.700, -0.662, -0.559, 0.764, -0.714, -0.853, -0.818, 0.387, 0.397, 0.427, 0.407, 0.731, -0.617, -0.840, -0.835, 0.409, 0.374, 0.400, 0.375, -0.622, -0.083, -0.068, -0.568, -0.250, -0.748, 0.227, 0.210, 0.193, 0.177, 0.161, 0.174, 0.177, 0.164, 0.182, 0.335, 0.333]}

=====

# 6
{"formula": "C8H19N5S", "method": "wB97M-V/def2-TZVPD", "e_lumo_ev": -7.87, "charge": 2, "max_force_ha_per_bohr": 0.10338, "homo_energy_ev": -16.1, "orbital_gap_ev": 8.3, "elements": ["C", "C", "C", "C", "C", "C", "C", "C", "N", "N", "N", "N", "N", "S", "H", "H", "H", "H", "H", "H", "H", "H", "H", "H", "H", "H", "H", "H", "H", "H", "H", "H", "H"], "coordinates": [[-0.986, 1.551, 1.277], [-0.005, -0.705, 0.969], [-1.014, 1.425, -1.351], [0.520, -3.976, 2.072], [2.242, 2.418, -2.353], [-3.797, 1.440, -0.809], [1.145, -2.912, 1.135], [1.403, 1.460, -1.471], [-1.049, 1.949, 0.018], [-0.563, 0.360, 1.727], [-0.315, -0.773, -0.269], [0.672, -1.638, 1.675], [0.066, 1.302, -1.997], [-2.581, 1.264, -2.089], [-1.450, 2.248, 1.977], [0.929, -3.910, 3.073], [-0.593, -3.842, 2.071], [0.860, -4.909, 1.648], [2.769, 3.284, -1.977], [3.044, 1.961, -2.956], [1.614, 2.979, -3.102], [-4.433, 2.204, -1.073], [-3.342, 1.658, 0.055], [-4.413, 0.577, -0.646], [2.160, -3.011, 1.107], [0.788, -3.025, 0.054], [1.880, 0.535, -1.605], [1.451, 1.825, -0.469], [-1.224, 2.964, -0.174], [-0.544, 0.442, 2.737], [-0.192, -1.721, -0.773], [0.901, -1.537, 2.561], [0.017, 0.900, -2.892]], "forces_ev_per_angstrom": [[0.09, -1.89, -1.03], [0.35, -2.75, -0.66], [-2.38, -0.78, 1.94], [-0.21, 0.46, -1.36], [-0.33, 1.26, -2.39], [-0.47, -1.76, -1.58], [-4.09, -0.52, -0.65], [1.71, 1.87, -1.28], [0.45, 2.00, -1.97], [-0.45, 3.18, 0.16], [-0.81, -0.89, -0.54], [-0.85, 0.62, -5.03], [0.73, 0.84, 1.03], [0.92, -0.32, -0.96], [0.64, -0.10, 0.17], [-0.02, 0.16, 0.24], [1.05, -0.51, 0.08], [-0.47, -0.67, 0.17], [-0.09, -0.08, 1.43], [-0.60, -0.48, 0.29], [0.20, -0.90, 0.49], [-1.29, 1.91, -0.72], [1.50, 0.89, 3.23], [0.06, -0.83, -0.31], [2.87, 0.22, 0.09], [0.38, -0.01, 1.67], [0.46, -1.54, 0.53], [-0.49, -0.22, 0.72], [-0.19, -0.92, 1.19], [0.27, -1.11, 0.18], [0.23, 2.23, 1.38], [1.00, 1.01, 5.12], [-0.17, -0.39, -1.63]], "nbo_charge": [0.427, 0.583, 0.408, -0.611, -0.672, -0.730, -0.204, -0.248, -0.601, -0.517, -0.820, -0.557, -0.451, 0.473, 0.268, 0.223, 0.219, 0.242, 0.265, 0.255, 0.233, 0.264, 0.212, 0.275, 0.221, 0.193, 0.246, 0.225, 0.464, 0.455, 0.413, 0.398, 0.449]}

=====

Question: Number 1 is which compound?
Answer: C8H19BN2O3